Model A:
This record from the Open Molecules 2025 dataset describes C8H14O2 in the gas phase. The level of theory is ωB97M-V/def2-TZVPD.

E_HOMO ... -9.48 eV
Kohn-Sham gap ... 10.32 eV
SMILES ... CC[C@]1(O)C=C[C@@]1(O)CC
Molecular weight ... 142.2 u

Positions of all 24 atoms, in Å:
C 2.058 -0.696 0.873
C 0.673 -0.784 1.558
C -0.521 -0.056 0.984
O -0.547 1.353 1.237
C -1.901 -0.591 1.383
C -2.160 -0.984 0.140
C -0.912 -0.458 -0.502
O -0.059 -1.455 -0.989
C -1.078 0.726 -1.341
C 0.203 1.339 -1.832
H 2.721 -1.637 1.150
H 2.632 0.084 1.323
H 1.938 -0.487 -0.121
H 0.757 -0.504 2.650
H 0.355 -1.761 1.325
H -0.157 1.634 2.073
H -2.255 -0.651 2.378
H -2.956 -1.706 -0.231
H -0.398 -1.530 -1.910
H -1.735 0.531 -2.210
H -1.603 1.520 -0.866
H 0.819 1.585 -0.813
H 0.179 2.266 -2.344
H 0.661 0.789 -2.637


Model B:
This record from the Open Molecules 2025 dataset describes 2 unconnected molecules or ions with the total composition C8H14O2. The level of theory is ωB97M-V/def2-TZVPD.

E_HOMO (alpha / beta) ... -7.77 / -7.28 eV
Kohn-Sham gap (alpha / beta) ... 8.43 / 7.69 eV
Molecular weight ... 142.2 u

Positions of all 24 atoms, in Å:
C 1.927 0.746 -0.229
C 0.460 2.220 0.383
C 2.982 1.675 -0.718
O 0.623 1.019 -0.215
H 2.143 -0.300 -0.053
H -0.273 2.883 -0.049
H 1.049 2.503 1.238
H 3.548 2.156 0.085
H 3.700 1.119 -1.329
H 2.532 2.475 -1.313
C -0.817 -0.818 2.090
C -1.152 -1.734 -1.711
C -0.552 -1.413 0.724
C -1.574 -1.248 -0.355
C -2.771 -0.706 -0.119
O 0.466 -2.044 0.506
H -1.725 -1.231 2.531
H 0.029 -1.037 2.737
H -0.940 0.264 2.005
H -0.282 -1.169 -2.052
H -1.956 -1.624 -2.438
H -0.847 -2.781 -1.664
H -3.067 -0.347 0.855
H -3.505 -0.607 -0.908


Stability ranking, top and bottom: model A is the most stable and model B is the least stable.


Model A:
This record from the Open Molecules 2025 dataset describes C6H6N2 in the gas phase. The level of theory is ωB97M-V/def2-TZVPD.

E_HOMO ... -8.90 eV
Kohn-Sham gap ... 8.24 eV
SMILES ... [H]/N=C1\N=CC(=C)C1=C
Molecular weight ... 106.1 u

Positions of all 14 atoms, in Å:
H -2.953 -0.291 -1.761
N -2.015 -0.848 -1.661
C -1.294 -0.212 -0.788
N -1.658 0.916 -0.110
C -0.586 1.587 0.403
C 0.565 0.654 0.400
C 1.626 0.776 1.281
C 0.120 -0.569 -0.369
C 0.754 -1.740 -0.438
H -0.339 2.661 0.574
H 1.677 1.714 1.767
H 2.294 -0.119 1.597
H 1.643 -2.192 0.227
H 0.165 -2.338 -1.122


Model B:
This record from the Open Molecules 2025 dataset describes C6H6N2 in the gas phase. The level of theory is ωB97M-V/def2-TZVPD.

E_HOMO (alpha / beta) ... -9.25 / -8.49 eV
Kohn-Sham gap (alpha / beta) ... 9.01 / 8.09 eV
Molecular weight ... 106.1 u

Positions of all 14 atoms, in Å:
C -1.800 0.482 -0.222
C -0.597 -1.718 -0.081
C 0.519 -2.257 -0.306
C -0.660 -0.276 0.233
C 0.729 0.426 0.168
C 1.022 1.658 -0.450
N -2.660 1.192 -0.518
N 0.063 0.360 1.372
H -1.602 -2.157 -0.064
H 1.056 -3.220 -0.459
H 0.189 1.995 -0.966
H 1.939 1.411 -1.107
H 1.610 2.419 0.201
H 0.192 -0.316 2.199


Stability ranking, top and bottom: model A is the most stable and model B is the least stable.


Model A:
This record from the Open Molecules 2025 dataset describes C6H6N2 in the gas phase. The level of theory is ωB97M-V/def2-TZVPD.

E_HOMO (alpha / beta) ... -8.38 / -9.16 eV
Kohn-Sham gap (alpha / beta) ... 7.20 / 8.22 eV
Molecular weight ... 106.1 u

Positions of all 14 atoms, in Å:
C -2.313 0.146 -0.740
C 0.097 1.365 1.592
C 0.310 0.120 1.289
C -0.991 0.046 -0.772
C 0.278 -0.250 -0.202
C 1.220 -1.241 -0.788
N -3.444 0.330 -0.884
N -0.056 1.048 -0.947
H 0.162 2.163 2.239
H 0.532 -0.750 2.032
H 1.017 -2.321 -0.426
H 2.194 -1.111 -0.429
H 1.109 -1.401 -1.856
H -0.113 1.856 -0.108


Model B:
This record from the Open Molecules 2025 dataset describes a molecular structure, C6H6N2. The level of theory is ωB97M-V/def2-TZVPD.

E_HOMO ... -9.26 eV
Kohn-Sham gap ... 9.46 eV
Molecular weight ... 106.1 u

Positions of all 14 atoms, in Å:
C 2.356 1.027 -0.302
C -0.863 -0.223 -0.188
C -1.937 -0.377 -1.225
C -2.892 -0.567 -1.956
C -1.196 -0.627 1.246
C -1.492 -1.009 2.331
H 3.118 1.510 0.597
H 2.733 0.176 -1.196
H 1.656 2.077 -0.767
H 1.315 0.231 1.261
H -3.531 -0.525 -2.935
H -1.131 -1.703 3.383
N 1.533 -0.080 0.228
N 0.330 0.090 -0.476


Stability ranking, top and bottom: model A is the most stable and model B is the least stable.


Model A:
This record from the Open Molecules 2025 dataset describes 3 unconnected molecules or ions with the total composition C4H14O2S2. The level of theory is ωB97M-V/def2-TZVPD.

E_HOMO ... -9.01 eV
Kohn-Sham gap ... 9.61 eV
SMILES ... CCCSSC.O.O
Molecular weight ... 158.3 u

Positions of all 22 atoms, in Å:
C -1.919 2.890 -0.437
C -0.393 2.638 -0.572
C -0.151 1.133 -0.662
S -0.597 0.288 0.913
S 1.332 -0.394 1.439
C 1.291 -2.020 0.591
H -2.338 2.694 -1.415
H -2.132 3.900 -0.080
H -2.330 2.241 0.335
H 0.215 3.115 0.200
H -0.013 3.085 -1.501
H 0.886 0.895 -0.887
H -0.784 0.814 -1.497
H 0.920 -2.668 1.377
H 2.117 -2.340 -0.043
H 0.501 -2.017 -0.167
O 3.699 -3.099 -5.306
H 3.112 -3.248 -6.060
H 3.847 -3.952 -4.948
O -3.932 -0.525 2.497
H -3.976 0.250 3.047
H -3.019 -0.638 2.192


Model B:
This record from the Open Molecules 2025 dataset describes 3 unconnected molecules or ions with the total composition C4H14O2S2. The level of theory is ωB97M-V/def2-TZVPD.

E_HOMO ... -8.54 eV
Kohn-Sham gap ... 8.23 eV
SMILES ... CCCSSC.O.O
Molecular weight ... 158.3 u

Positions of all 22 atoms, in Å:
C -1.653 1.010 -3.066
C -0.415 0.554 -2.177
C 0.066 1.744 -1.405
S -0.084 1.594 0.402
S 0.160 -0.522 0.559
C 1.648 -1.704 0.176
H -2.603 0.463 -3.073
H -1.383 1.033 -4.099
H -1.993 2.025 -2.668
H 0.385 0.084 -2.631
H -0.901 -0.291 -1.555
H -0.463 2.720 -1.815
H 1.222 1.931 -1.491
H 2.145 -1.354 -0.762
H 1.377 -2.750 -0.048
H 2.322 -1.259 0.924
O 1.863 -0.245 3.035
H 2.104 0.642 3.167
H 0.978 -0.376 2.586
O -1.488 -2.152 4.594
H -2.321 -1.741 4.849
H -0.967 -1.407 4.499


Stability ranking, top and bottom: model A is the most stable and model B is the least stable.